Entry from the Open Molecules 2025 dataset: 10 unconnected molecules or ions with the total composition C36H91BF10N10O22S6 in a non-equilibrium geometry (wB97M-V/def2-TZVPD).

Output
LUMO energy in eV: -4.0
Kohn-Sham gap in eV: 5.60
HOMO energy in eV: -9.625
Net charge: +2
Largest force on an atom in eV/Å: 12.5

Element x y z (Å)
1 C 4.806 5.393 -0.205
2 C 6.200 5.964 -0.504
3 N 6.994 6.244 0.684
4 C 7.742 5.276 1.254
5 C 8.477 5.872 2.271
6 N 8.218 7.258 2.201
7 C 7.260 7.500 1.268
8 C 8.916 8.247 3.001
9 H 4.833 4.396 0.235
10 H 4.283 5.242 -1.149
11 H 4.202 6.044 0.427
12 H 6.086 6.886 -1.074
13 H 6.561 5.203 -1.196
14 H 7.659 4.266 0.881
15 H 9.196 5.475 2.972
16 H 6.705 8.358 0.919
17 H 9.975 8.167 2.754
18 H 8.762 7.948 4.038
19 H 8.476 9.230 2.834
20 C 4.368 -5.934 -4.719
21 O 3.547 -5.504 -5.750
22 C 3.607 -4.172 -6.020
23 C 2.507 -3.403 -5.208
24 N 1.018 -3.683 -5.422
25 H 0.570 -3.122 -4.713
26 H 0.710 -3.372 -6.332
27 C 0.602 -5.173 -5.098
28 C 0.954 -5.517 -3.669
29 O 0.271 -4.664 -2.817
30 C 0.826 -4.715 -1.448
31 H 5.409 -5.707 -4.948
32 H 4.289 -7.020 -4.666
33 H 4.171 -5.411 -3.783
34 H 3.436 -4.027 -7.087
35 H 4.656 -3.878 -5.982
36 H 2.661 -2.345 -5.420
37 H 2.504 -3.559 -4.130
38 H 1.040 -5.923 -5.758
39 H -0.486 -5.123 -5.149
40 H 2.008 -5.669 -3.436
41 H 0.447 -6.462 -3.474
42 H 0.544 -5.604 -0.883
43 H 0.686 -3.864 -0.781
44 H 1.914 -4.723 -1.503
45 C 1.620 3.264 6.297
46 O 1.280 1.930 6.078
47 C 0.335 1.776 5.029
48 C -0.375 0.430 5.091
49 N -1.323 0.391 6.274
50 H -1.956 1.174 6.202
51 H -1.958 -0.388 6.178
52 C -0.689 0.061 7.684
53 C -0.906 1.209 8.683
54 O -2.035 1.075 9.523
55 C -2.476 2.113 10.369
56 H 2.529 3.341 6.894
57 H 0.805 3.790 6.796
58 H 2.028 3.763 5.419
59 H 0.822 1.867 4.059
60 H -0.456 2.525 5.073
61 H 0.353 -0.380 5.051
62 H -0.979 0.281 4.197
63 H 0.332 -0.165 7.378
64 H -0.895 -0.948 8.039
65 H -1.009 2.151 8.144
66 H -0.055 1.081 9.352
67 H -1.852 2.204 11.258
68 H -3.432 1.703 10.694
69 H -2.444 3.045 9.805
70 C 9.396 -5.189 6.802
71 O 9.733 -3.862 6.501
72 C 9.744 -3.058 7.684
73 C 9.361 -1.599 7.400
74 N 8.055 -1.723 6.555
75 H 8.260 -2.359 5.797
76 H 7.241 -2.055 7.053
77 C 7.648 -0.532 5.671
78 C 6.595 -0.869 4.758
79 O 7.172 -1.290 3.539
80 C 6.251 -1.578 2.516
81 H 9.652 -5.449 7.829
82 H 9.832 -5.807 6.017
83 H 8.324 -5.378 6.854
84 H 10.818 -2.964 7.848
85 H 9.269 -3.486 8.567
86 H 10.203 -1.164 6.862
87 H 9.085 -0.973 8.249
88 H 8.567 -0.264 5.149
89 H 7.238 0.235 6.328
90 H 5.924 -0.022 4.619
91 H 5.855 -1.556 5.168
92 H 5.705 -0.681 2.222
93 H 5.434 -2.253 2.774
94 H 6.716 -1.841 1.566
95 C 1.440 2.876 -7.342
96 O 0.075 2.698 -7.303
97 C -0.654 2.627 -8.550
98 C -2.079 2.681 -8.224
99 N -2.529 1.287 -7.627
100 H -2.304 0.575 -8.306
101 H -2.094 1.075 -6.740
102 C -4.084 1.207 -7.230
103 C -5.049 1.233 -8.496
104 O -6.052 0.249 -8.235
105 C -7.035 0.335 -9.293
106 H 1.588 3.658 -8.087
107 H 1.868 1.915 -7.625
108 H 1.862 3.362 -6.462
109 H -0.421 1.711 -9.094
110 H -0.461 3.511 -9.157
111 H -2.716 2.945 -9.068
112 H -2.327 3.511 -7.562
113 H -4.322 2.109 -6.668
114 H -4.218 0.269 -6.691
115 H -4.422 0.876 -9.312
116 H -5.474 2.214 -8.705
117 H -7.346 1.302 -9.687
118 H -7.977 0.000 -8.859
119 H -6.757 -0.345 -10.099
120 C -8.756 -3.034 -0.772
121 O -9.705 -2.724 -1.783
122 C -9.010 -2.384 -3.128
123 C -10.219 -1.990 -4.067
124 N -11.220 -0.987 -3.395
125 H -12.007 -0.779 -3.993
126 H -11.606 -1.198 -2.486
127 C -10.531 0.432 -3.318
128 C -10.140 1.036 -4.645
129 O -10.193 2.475 -4.450
130 C -10.156 3.279 -5.575
131 H -7.972 -2.287 -0.893
132 H -8.515 -4.070 -1.012
133 H -9.215 -2.854 0.200
134 H -8.587 -3.310 -3.517
135 H -8.295 -1.564 -3.194
136 H -10.822 -2.806 -4.464
137 H -9.898 -1.624 -5.043
138 H -9.690 0.122 -2.697
139 H -11.284 0.853 -2.651
140 H -10.585 0.688 -5.577
141 H -9.099 0.862 -4.916
142 H -9.845 4.270 -5.246
143 H -11.154 3.337 -6.010
144 H -9.515 3.004 -6.413
145 N -1.232 -0.186 -3.194
146 S -0.382 0.523 -2.129
147 O 0.349 -0.304 -1.162
148 O -0.837 1.878 -1.727
149 F 0.811 0.976 -3.044
150 S -2.633 -0.508 -2.294
151 O -3.793 0.345 -2.572
152 O -2.518 -1.081 -0.949
153 F -3.045 -1.811 -3.104
154 N -5.241 2.285 4.916
155 S -5.248 3.677 5.325
156 O -6.469 4.420 4.980
157 O -3.985 4.427 5.201
158 F -5.482 3.634 6.955
159 S -5.251 2.639 3.257
160 O -3.941 2.884 2.663
161 O -6.488 3.226 2.674
162 F -5.459 1.070 2.870
163 N -3.761 -4.070 6.449
164 S -3.830 -5.350 7.628
165 O -2.539 -5.639 8.232
166 O -4.762 -6.456 7.431
167 F -4.518 -4.473 8.867
168 S -3.450 -5.046 5.398
169 O -4.630 -5.700 4.856
170 O -2.330 -5.957 5.453
171 F -3.112 -3.957 4.321
172 B 7.292 -0.005 -4.192
173 F 7.831 0.716 -3.139
174 F 7.138 0.779 -5.299
175 F 8.093 -1.076 -4.641
176 F 5.974 -0.460 -3.871